# C54H62F13IN2O42

A 14-piece molecular cluster, C54H62F13IN2O42 overall in a non-equilibrium geometry (wB97M-V/def2-TZVPD, OMol25).

Calculated values
M: 1784.940 u
F_max: 12.60 eV/Å
E_HOMO: -0.375 Ha

Geometry as ORCA input:
```
! RIJCOSX wB97M-V def2-TZVPD def2/J DEFGRID3
* xyz 0 1
C -1.225 -0.645 -0.303
C -1.066 0.584 -1.426
C -0.064 -0.057 -2.601
C -0.399 1.846 -0.621
C -1.188 3.274 -0.786
C -0.741 4.132 -2.137
C -2.833 3.164 -0.646
O -3.435 4.495 -0.486
C -4.762 4.446 0.145
C -5.568 5.801 -0.415
N -6.143 6.924 -0.791
C -5.696 3.170 -0.286
C -7.268 3.283 0.272
C -7.664 1.996 1.247
C -8.327 2.452 2.692
O -9.319 3.367 2.800
O -7.818 1.784 3.934
C -4.708 4.664 1.803
I -4.428 2.813 2.932
C -3.555 5.788 2.111
N -2.785 6.808 2.353
H -1.442 -1.693 -0.817
H -0.136 -0.760 0.172
H -1.973 -0.379 0.559
H -2.072 0.825 -1.980
H 0.669 -0.861 -2.112
H -0.794 -0.701 -3.291
H 0.514 0.762 -3.204
H -0.323 1.558 0.530
H 0.732 1.917 -0.996
H -0.841 3.952 0.133
H -1.135 3.668 -3.140
H -1.240 5.210 -2.031
H 0.424 4.323 -2.122
H -3.213 2.754 -1.701
H -3.051 2.408 0.220
H -5.316 2.125 0.076
H -5.795 3.106 -1.466
H -7.996 3.268 -0.653
H -7.457 4.241 0.916
H -8.408 1.308 0.623
H -6.738 1.317 1.516
H -7.135 2.385 4.387
H -5.789 5.081 2.088
C -0.674 -4.717 2.624
C -1.718 -4.401 1.608
O -1.200 -3.271 0.943
C 0.154 -3.399 1.030
O 0.946 -2.771 0.347
O 0.517 -4.322 1.972
F -2.879 -4.049 2.204
H -0.791 -4.139 3.547
H -0.648 -5.780 2.877
H -1.898 -5.203 0.885
C -1.581 0.027 4.629
C -0.811 0.003 5.905
O -0.822 -1.358 6.271
C -0.896 -2.041 5.094
O -0.653 -3.230 4.977
O -1.268 -1.228 4.059
F -1.449 0.708 6.866
H -2.663 0.094 4.788
H -1.272 0.844 3.971
H 0.223 0.351 5.811
C -0.446 9.212 -0.427
C 1.027 9.391 -0.282
O 1.457 8.160 0.253
C 0.568 7.240 -0.216
O 0.758 6.035 -0.200
O -0.560 7.832 -0.714
F 1.307 10.365 0.613
H -0.994 9.438 0.494
H -0.860 9.816 -1.239
H 1.550 9.587 -1.223
C -2.656 4.074 10.156
C -2.952 2.615 10.224
O -3.623 2.358 9.011
C -3.130 3.274 8.132
O -3.260 3.199 6.921
O -2.465 4.284 8.771
F -3.795 2.340 11.244
H -3.490 4.692 10.505
H -1.759 4.343 10.720
H -2.062 1.979 10.293
C -0.811 0.503 -7.701
C 0.579 0.368 -7.180
O 0.725 1.487 -6.336
C -0.531 1.752 -5.877
O -0.773 2.467 -4.919
O -1.486 1.112 -6.618
F 1.481 0.469 -8.182
H -0.873 1.155 -8.579
H -1.259 -0.463 -7.949
H 0.757 -0.550 -6.609
C -0.850 -9.445 -0.071
C -1.900 -8.736 0.716
O -1.329 -7.471 0.961
C -0.498 -7.246 -0.095
O -0.038 -6.154 -0.383
O -0.248 -8.393 -0.797
F -2.108 -9.348 1.903
H -0.098 -9.925 0.564
H -1.272 -10.196 -0.744
H -2.851 -8.615 0.187
C 3.252 -8.109 -1.774
C 3.901 -9.226 -2.519
O 3.910 -10.283 -1.586
C 2.827 -10.062 -0.789
O 2.343 -10.898 -0.045
O 2.344 -8.790 -0.931
F 5.181 -8.919 -2.828
H 3.960 -7.541 -1.161
H 2.728 -7.416 -2.437
H 3.363 -9.535 -3.421
C -5.675 1.810 -7.549
C -5.981 0.351 -7.572
O -5.109 -0.154 -8.558
C -4.030 0.677 -8.535
O -2.953 0.414 -9.045
O -4.297 1.839 -7.864
F -7.253 0.131 -7.975
H -6.232 2.371 -8.307
H -5.864 2.259 -6.571
H -5.797 -0.161 -6.621
C 5.150 1.024 -7.641
C 4.100 1.733 -6.855
O 4.671 2.998 -6.609
C 5.502 3.223 -7.666
O 5.962 4.316 -7.954
O 5.752 2.076 -8.368
F 3.892 1.122 -5.667
H 5.902 0.544 -7.007
H 4.728 0.273 -8.315
H 3.149 1.855 -7.384
C 4.346 7.685 1.438
C 5.494 7.768 0.492
O 6.465 6.931 1.078
C 5.755 5.992 1.765
O 6.225 4.943 2.174
O 4.450 6.365 1.932
F 5.990 9.025 0.443
H 4.430 8.392 2.270
H 3.385 7.843 0.940
H 5.268 7.417 -0.521
C 2.812 0.608 1.007
C 3.860 -0.357 1.443
O 3.707 -0.400 2.843
C 2.389 -0.135 3.064
O 1.814 -0.350 4.118
O 1.786 0.397 1.957
F 5.096 0.115 1.164
H 3.146 1.650 1.060
H 2.455 0.405 -0.007
H 3.743 -1.364 1.029
C 6.854 -5.982 1.120
C 7.915 -5.872 0.078
O 7.264 -6.290 -1.100
C 5.954 -5.961 -0.918
O 5.129 -5.912 -1.815
O 5.679 -5.684 0.393
F 8.930 -6.728 0.331
H 6.776 -6.990 1.539
H 7.000 -5.272 1.938
H 8.307 -4.858 -0.058
C 3.025 -5.377 4.822
C 2.719 -6.836 4.800
O 3.591 -7.340 3.814
C 4.670 -6.510 3.837
O 5.747 -6.772 3.327
O 4.403 -5.348 4.508
F 1.447 -7.055 4.397
H 2.468 -4.816 4.065
H 2.836 -4.928 5.801
H 2.903 -7.348 5.750
*
```

Atomic partial charges in e from the Löwdin method, atoms 1 to 99: -0.1083, -0.3425, -0.1082, -0.1485, -0.2774, -0.0827, -0.1720, -0.1538, -0.4239, -0.0486, 0.1048, -0.1608, -0.1589, -0.1252, -0.2629, -0.0233, -0.0775, -0.5834, 0.9736, -0.1553, 0.1067, 0.0941, 0.0717, 0.0841, 0.1208, 0.0859, 0.0865, 0.0724, 0.1109, 0.1227, 0.1379, 0.0598, 0.0847, 0.0875, 0.1415, 0.0936, 0.0875, 0.1420, 0.1272, 0.1052, 0.1372, 0.0778, 0.0811, 0.1131, -0.0830, -0.3198, 0.1065, -0.5062, 0.1078, 0.0676, 0.0825, 0.0856, 0.1374, 0.1456, -0.0729, -0.3249, 0.1577, -0.4655, 0.1227, 0.0741, 0.0777, 0.1419, 0.1428, 0.1607, -0.0691, -0.3262, 0.1000, -0.4808, 0.1382, 0.0748, 0.0831, 0.1515, 0.1481, 0.1799, -0.0765, -0.3317, 0.1411, -0.5050, 0.1191, 0.0778, 0.0809, 0.1500, 0.1461, 0.1787, -0.1041, -0.3191, 0.1303, -0.4866, 0.1227, 0.0778, 0.0728, 0.1470, 0.1405, 0.1814, -0.0656, -0.3187, 0.1171, -0.4770, 0.1650

# C54H63GeN6O4SSeSiY

C54H63GeN6O4SSeSiY as an isolated structure in a non-equilibrium geometry (wB97M-V/def2-TZVPD, OMol25).

Calculated values
M: 1160.765 u
F_max: 1.11 eV/Å
ΔE to the lowest compared entry with this formula, charge and spin: 15.0 kJ/mol
E_HOMO: -0.263 Ha

Geometry as ORCA input:
```
! RIJCOSX wB97M-V def2-TZVPD def2/J DEFGRID3
* xyz 0 1
Y 1.106 -0.334 0.282
C 5.111 -2.251 -5.586
C 4.605 -3.572 -5.080
C 4.957 -4.763 -5.701
C 4.497 -5.989 -5.243
C 3.648 -6.028 -4.150
C 3.266 -4.853 -3.521
C 3.752 -3.626 -3.969
N 3.381 -2.401 -3.380
C 2.849 -2.185 -2.118
N 3.372 -2.995 -1.177
C 3.094 -3.184 0.210
C 2.267 -2.313 0.918
C 2.129 -2.630 2.286
C 2.742 -3.719 2.883
C 3.555 -4.546 2.121
C 3.752 -4.295 0.773
C 4.663 -5.190 -0.029
N 1.986 -1.227 -1.911
C 1.497 -0.571 -3.096
C 1.902 0.739 -3.339
C 1.422 1.444 -4.431
C 0.536 0.835 -5.306
C 0.152 -0.477 -5.084
C 0.623 -1.204 -3.995
C 0.217 -2.648 -3.868
H 5.853 -2.399 -6.369
H 5.568 -1.668 -4.784
H 4.306 -1.643 -6.009
H 5.617 -4.724 -6.559
H 4.796 -6.903 -5.739
H 3.270 -6.974 -3.784
H 2.583 -4.888 -2.684
H 3.225 -1.637 -4.020
H 4.115 -3.574 -1.534
H 1.537 -1.982 2.923
H 2.605 -3.914 3.939
H 4.056 -5.392 2.577
H 5.087 -5.962 0.611
H 5.506 -4.643 -0.465
H 4.142 -5.694 -0.848
H 2.566 1.222 -2.638
H 1.721 2.473 -4.567
H 0.143 1.379 -6.155
H -0.534 -0.961 -5.771
H -0.846 -2.766 -4.074
H 0.426 -3.042 -2.875
H 0.766 -3.271 -4.579
C 2.941 2.646 5.045
Si 3.347 1.432 3.679
C 4.109 -0.118 4.405
C 4.558 2.224 2.489
Se 1.411 0.921 2.656
H 3.844 2.965 5.572
H 2.260 2.196 5.769
H 2.453 3.530 4.629
H 4.979 0.121 5.023
H 4.425 -0.800 3.613
H 3.381 -0.645 5.024
H 5.445 2.586 3.016
H 4.089 3.070 1.986
H 4.879 1.514 1.725
C -5.727 0.963 2.273
C -4.958 -0.212 1.780
C -5.464 -1.173 0.954
C -4.609 -2.217 0.556
N -3.355 -2.309 0.956
C -2.841 -1.360 1.773
S -1.279 -1.414 2.384
N -3.670 -0.335 2.165
C -5.111 -3.276 -0.374
H -6.773 0.873 1.988
H -5.326 1.883 1.841
H -5.648 1.050 3.357
H -6.491 -1.127 0.622
H -3.256 0.363 2.783
H -6.157 -3.511 -0.179
H -4.504 -4.173 -0.283
H -5.038 -2.907 -1.399
O 0.831 3.394 -1.926
C 0.375 2.483 -1.265
O 1.092 1.573 -0.667
C -1.136 2.277 -1.149
C -1.667 1.965 0.259
Ge -2.226 3.541 1.289
C -2.772 2.976 3.092
C -1.994 2.035 3.773
C -2.354 1.592 5.040
C -3.484 2.104 5.661
C -4.255 3.056 5.007
C -3.905 3.480 3.732
C -0.800 4.861 1.421
C -1.077 6.207 1.665
C -0.055 7.138 1.774
C 1.266 6.734 1.633
C 1.555 5.401 1.390
C 0.530 4.469 1.289
C -3.843 4.239 0.409
C -4.406 3.541 -0.661
C -5.580 3.968 -1.270
C -6.222 5.110 -0.817
C -5.682 5.819 0.246
C -4.510 5.386 0.849
H -1.355 1.431 -1.812
H -1.612 3.157 -1.582
H -0.939 1.411 0.864
H -2.541 1.312 0.189
H -1.093 1.632 3.319
H -1.740 0.851 5.538
H -3.761 1.768 6.653
H -5.136 3.465 5.488
H -4.540 4.200 3.228
H -2.099 6.549 1.769
H -0.289 8.178 1.965
H 2.067 7.459 1.708
H 2.581 5.081 1.267
H 0.787 3.429 1.124
H -3.924 2.648 -1.041
H -5.987 3.409 -2.104
H -7.134 5.449 -1.292
H -6.174 6.714 0.607
H -4.120 5.958 1.682
N -1.363 -4.730 -1.061
C -0.762 -3.548 -0.451
C -1.318 -2.295 -1.089
O -2.315 -2.481 -1.927
O -0.901 -1.177 -0.843
H -1.650 -5.402 -0.364
H -0.730 -5.191 -1.702
H -2.439 -3.463 -1.929
H 0.329 -3.509 -0.496
H -1.026 -3.466 0.606
*
```

Atomic partial charges in e from the Löwdin method, atoms 1 to 99: 1.1970, -0.0379, -0.2094, -0.0444, -0.0879, -0.0859, -0.0499, -0.2001, 0.1423, -0.3620, 0.1355, -0.2334, -0.2061, -0.1902, -0.0945, -0.0628, -0.2260, -0.0493, 0.0621, -0.2549, -0.0366, -0.0685, -0.0792, -0.0494, -0.2127, -0.0308, 0.0787, 0.0879, 0.0872, 0.1115, 0.1017, 0.1039, 0.1063, 0.1280, 0.1033, 0.0155, 0.1000, 0.1047, 0.0773, 0.0873, 0.0681, 0.1148, 0.1101, 0.1014, 0.1124, 0.0809, 0.0535, 0.0877, -0.2321, 0.0998, -0.2290, -0.2210, 0.3438, 0.0279, 0.0250, 0.0228, 0.0269, 0.0217, 0.0254, 0.0287, 0.0114, 0.0253, 0.0163, -0.2459, 0.0284, -0.2917, 0.1165, -0.7659, 0.6639, 0.1306, -0.0193, 0.0909, 0.0817, 0.0918, 0.1217, 0.1071, 0.0844, 0.0788, 0.0898, 0.0605, -0.6525, -0.2652, -0.1512, -0.2639, 1.0360, -0.2603, -0.1477, -0.0782, -0.0891, -0.0988, -0.1226, -0.2426, -0.1050, -0.0924, -0.0880, -0.0669, -0.0963, -0.2521, -0.1141